No. 1
{
  "formula": "C3H2FNOS",
  "method": "ωB97M-V with the def2-TZVPD basis set",
  "species": ["C", "C", "C", "N", "O", "F", "S", "H", "H"],
  "positions_angstrom": [[-0.0805, 0.9617, -0.2846], [0.7262, 0.3762, 0.7745], [-1.7358, -0.5493, -1.3046], [-0.7488, 0.1734, -1.0745], [1.4592, -1.4778, 2.3124], [-1.7660, -1.2427, -2.3513], [0.6228, -1.2531, 1.0942], [0.0342, 2.0805, -0.5687], [1.4887, 0.9311, 1.4026]],
  "atomic_forces_ev_per_a": [[4.3, 1.7, 4.5], [-1.2, 4.3, -2.4], [1.9, 2.6, 2.3], [-2.7, -2.1, -2.1], [0.1, -0.1, 0.0], [-0.8, -1.9, -2.4], [-0.1, -1.8, 0.5], [-0.3, -2.1, 0.6], [-1.3, -0.5, -0.9]],
  "mulliken_charge": [0.001, -0.297, 0.283, -0.263, -0.484, -0.137, 0.290, 0.290, 0.316],
  "spin_multiplicity": 3,
  "orbital_gap_ev": [8.25, 7.08],
  "lumo_energy_ev": [0.69, -2.61],
  "s2": 2.01
}

No. 2
{
  "formula": "C4H6NS",
  "method": "ωB97M-V with the def2-TZVPD basis set",
  "species": ["C", "C", "C", "C", "N", "S", "H", "H", "H", "H", "H", "H"],
  "positions_angstrom": [[-1.6686, -0.7714, -1.6222], [1.0176, 0.7021, -0.1220], [-0.8759, -0.4342, -0.7843], [-0.4415, -0.4138, 1.5734], [-0.0642, 0.0745, 0.2608], [1.5455, 0.8437, -1.7475], [-2.3963, -0.8664, -2.3157], [1.8007, 1.0449, 0.5511], [0.0871, -1.2758, 1.7667], [-1.4254, -0.6748, 1.3919], [-0.3699, 0.3428, 2.4582], [2.7910, 1.4285, -1.4104]],
  "atomic_forces_ev_per_a": [[2.4, 1.0, 2.5], [1.3, -0.3, -0.3], [0.1, 0.6, 0.6], [0.1, 3.1, 1.9], [0.1, -0.1, -2.9], [0.7, 0.6, 0.6], [-1.8, -0.7, -1.9], [-0.8, -0.1, 0.7], [1.4, -1.8, 0.6], [-2.1, -0.5, 0.5], [0.1, -1.2, -2.0], [-1.5, -0.6, -0.3]],
  "mulliken_charge": [0.138, 0.180, -0.666, -0.821, 0.045, -0.066, 0.518, 0.384, 0.404, 0.316, 0.313, 0.254],
  "charge": 1,
  "orbital_gap_ev": 9.41,
  "lumo_energy_ev": -5.24,
  "e_above_lowest_kcal_mol": 55.3
}

No. 3
{
  "formula": "C3H33N2O15",
  "method": "ωB97M-V with the def2-TZVPD basis set",
  "species": ["C", "N", "C", "O", "O", "C", "N", "H", "H", "H", "H", "H", "H", "H", "H", "H", "O", "H", "H", "O", "H", "H", "O", "H", "H", "O", "H", "H", "O", "H", "H", "O", "H", "H", "O", "H", "H", "O", "H", "H", "O", "H", "H", "O", "H", "H", "O", "H", "H", "O", "H", "H", "O"],
  "positions_angstrom": [[-1.9755, -1.0748, 0.8559], [-2.5563, 0.2934, 0.7940], [-2.0211, 1.0133, 1.9392], [-1.4075, 2.0402, 1.6238], [-2.4364, 0.6779, 3.0177], [-0.4898, -1.2065, 0.2249], [0.4603, -0.0404, 0.3469], [-2.4703, -1.7722, 0.1226], [-2.0454, -1.2648, 1.9934], [-3.5714, 0.3878, 0.7308], [0.0865, -2.0535, 0.5884], [-0.3768, -1.6517, -0.8400], [0.0309, 0.7704, 0.7790], [1.0222, 0.3347, -0.3838], [2.3410, 2.8944, -3.2500], [1.0932, 2.2651, -3.3909], [1.9876, 2.0876, -3.7631], [3.5759, -0.6876, 0.1385], [4.2447, 0.6988, 0.7151], [3.9103, -0.2197, 0.9214], [-2.6399, 1.2961, -1.0034], [-2.8437, 2.7181, -1.3531], [-3.0804, 1.8353, -1.6636], [-0.0383, 4.0293, -0.1011], [0.5398, 2.7920, 0.5300], [0.8001, 3.5198, 0.0364], [1.2378, -4.2891, -1.0474], [0.8378, -3.7745, -2.5405], [0.5099, -4.1007, -1.6539], [1.4235, -0.4673, -3.4185], [2.3397, 0.6574, -3.2173], [2.2408, -0.2917, -2.7891], [-2.2139, 3.4135, 0.6617], [-1.5540, 4.4779, 1.1108], [-2.0916, 4.2928, 0.3634], [3.9296, -1.7010, -1.8202], [2.8132, -2.2192, -0.8902], [3.6851, -2.4190, -1.3693], [-0.4130, 1.2131, 3.6839], [1.0721, 0.7030, 3.1244], [0.5321, 1.1478, 3.7449], [-1.6977, -2.5085, -2.8503], [-2.1184, -3.3396, -1.7126], [-2.4093, -2.9085, -2.4467], [0.5507, -1.1044, 4.0149], [0.0646, -2.0150, 2.7560], [0.6930, -1.9217, 3.4282], [1.8748, -1.5853, 0.9622], [2.9508, -2.2161, 1.9923], [2.3099, -2.3843, 1.2264], [-1.7932, 0.4315, -2.5277], [-0.3212, -0.1816, -2.2425], [-1.0362, -0.1575, -2.8540]],
  "atomic_forces_ev_per_a": [[0.4, -0.1, -0.6], [1.3, -1.2, -2.0], [-2.4, 1.6, -1.8], [1.7, 1.2, -0.1], [0.2, -1.1, 2.8], [1.5, 0.2, -1.6], [-1.0, -0.2, 1.6], [-0.3, 0.5, 1.5], [0.4, -0.9, -1.9], [0.4, -0.7, 0.5], [-0.7, -0.3, 1.4], [-1.4, 1.4, 1.0], [-0.3, -0.2, 0.1], [0.0, -0.5, -1.3], [0.4, -1.7, -1.3], [-0.1, -1.0, -0.7], [-0.5, 3.5, 1.8], [0.5, 0.6, 0.2], [-0.8, -1.8, -0.1], [0.7, 1.5, 0.1], [0.1, -0.7, 1.1], [-0.1, 0.2, -0.3], [0.0, 0.5, -0.5], [0.9, -0.8, 0.1], [-1.0, -2.2, 1.7], [0.1, 2.9, -2.0], [0.2, 0.3, -0.5], [0.0, -0.7, 1.9], [-0.1, 0.5, -1.3], [2.2, -0.3, 2.0], [0.4, -1.8, 1.5], [-2.6, 1.5, -3.2], [-0.6, -2.6, 0.1], [1.0, 1.3, 1.2], [-0.3, 1.4, -1.2], [1.0, 4.5, -3.0], [2.0, -0.5, -1.0], [-3.0, -4.3, 3.8], [-0.7, -0.5, -1.1], [-0.3, -0.7, -1.6], [1.1, 1.1, 2.7], [2.4, 1.6, -1.2], [1.5, -1.9, 3.1], [-4.0, 0.3, -1.9], [-0.3, -1.7, -1.7], [-1.6, 0.4, -1.3], [1.8, 1.4, 3.4], [-0.3, 1.4, 0.7], [-1.8, 0.2, -1.9], [1.8, -1.6, 1.0], [1.7, -1.0, -0.4], [0.4, 0.4, 1.2], [-2.1, 0.8, -1.1]],
  "mulliken_charge": [-0.592, 0.035, 0.038, -0.673, -0.687, -0.691, 0.720, 0.244, 0.357, 0.313, 0.352, 0.335, -0.380, 0.066, 0.367, 0.347, -0.696, 0.328, 0.286, -0.610, 0.346, 0.330, -0.749, 0.402, 0.316, -0.718, 0.293, 0.312, -0.620, 0.255, 0.420, -0.668, 0.443, 0.283, -0.808, 0.268, 0.310, -0.640, 0.326, 0.295, -0.712, 0.299, 0.293, -0.594, 0.357, 0.312, -0.653, 0.128, 0.301, -0.494, 0.335, 0.177, -0.603],
  "charge": -1,
  "orbital_gap_ev": 8.02,
  "lumo_energy_ev": 2.13,
  "e_above_lowest_kcal_mol": 84.5
}

No. 4
{
  "formula": "C22H13BaCl2F5N4O4S",
  "method": "ωB97M-V with the def2-TZVPD basis set",
  "species": ["Ba", "N", "C", "S", "N", "N", "C", "C", "C", "C", "C", "C", "N", "H", "H", "H", "H", "H", "H", "H", "Cl", "C", "C", "C", "Cl", "C", "O", "C", "C", "O", "C", "H", "H", "H", "C", "C", "O", "O", "H", "H", "H", "F", "C", "C", "C", "F", "C", "F", "C", "F", "C", "F"],
  "positions_angstrom": [[13.6051, 9.6197, 9.3968], [14.5947, 9.0814, 14.6668], [14.4635, 8.7975, 13.3155], [13.0093, 9.0839, 12.5665], [15.6458, 8.3767, 12.7548], [15.6922, 8.2782, 11.4019], [16.9106, 8.1628, 10.8544], [17.0552, 7.5043, 9.5761], [18.4064, 7.4458, 9.1301], [18.6931, 6.6050, 8.0698], [17.6827, 6.0090, 7.3784], [16.3101, 6.2311, 7.8270], [16.0397, 7.0928, 8.7760], [13.9667, 9.7445, 15.0250], [15.5462, 9.1871, 14.9735], [17.7598, 8.2200, 11.5503], [19.3063, 7.7666, 9.7623], [19.6942, 6.4951, 7.6771], [17.8961, 5.1232, 6.7581], [15.4422, 5.6729, 7.2945], [5.9686, 9.9834, 11.9520], [7.5080, 10.1263, 11.2397], [7.9068, 11.4558, 11.1224], [9.1175, 11.7622, 10.6535], [9.4372, 13.3432, 10.1117], [10.0859, 10.6727, 10.3989], [11.2708, 11.0085, 10.1355], [9.5257, 9.3242, 10.3115], [10.2227, 8.3467, 9.5490], [11.4266, 8.3281, 9.1481], [8.2215, 9.0298, 10.7826], [7.2408, 12.2725, 11.2873], [9.5662, 7.5157, 9.0572], [7.7710, 8.0419, 10.8833], [14.0273, 11.7321, 5.6425], [14.1987, 10.7353, 6.8054], [15.1156, 10.8938, 7.7204], [13.2936, 9.8140, 6.7983], [14.3605, 12.7346, 5.9775], [12.9590, 11.5958, 5.4577], [14.7125, 11.4191, 4.8330], [15.6804, 11.2710, 10.9010], [15.7458, 12.5599, 10.4335], [14.6796, 13.4012, 10.2524], [14.8155, 14.6729, 9.8651], [13.7419, 15.4224, 9.5853], [16.1233, 15.1979, 9.5916], [16.2515, 16.5012, 9.3620], [17.1962, 14.2967, 9.7420], [18.4348, 14.7933, 9.6649], [17.0485, 12.9204, 10.1149], [18.0807, 12.0318, 10.2071]],
  "atomic_forces_ev_per_a": [[0.5, 0.4, 1.3], [0.9, -1.2, -0.7], [1.7, 0.1, -0.8], [-0.9, 0.0, -0.1], [0.1, 0.8, -0.3], [0.9, -0.4, 0.2], [-3.2, -0.6, 2.3], [1.9, 1.9, -1.0], [0.9, -1.1, 1.1], [0.4, 1.1, -0.5], [-2.9, -1.9, 0.5], [1.3, -0.7, -2.0], [-0.5, -0.5, 1.4], [-1.0, 0.7, 0.3], [0.2, 0.0, -0.1], [-0.1, 0.1, -0.5], [-1.8, 0.0, -0.9], [0.3, -0.1, 0.3], [-0.2, 0.8, -0.2], [1.5, 1.3, 0.9], [-1.6, -0.7, 0.7], [0.4, -1.3, -0.2], [0.3, 0.4, -0.3], [0.7, -1.5, -0.5], [0.5, 0.6, 0.1], [1.2, 1.1, -0.6], [-0.9, -1.0, 0.0], [0.5, 0.1, 0.0], [1.6, -1.4, -2.2], [-2.9, -0.1, 1.0], [-0.6, 2.0, 0.7], [-0.7, 0.2, 0.3], [0.6, 0.9, 1.2], [0.4, 0.2, -0.3], [1.0, -0.2, 1.1], [0.5, -0.2, 0.9], [-2.0, -0.5, -2.4], [1.6, 0.9, 0.4], [-0.5, -0.4, -0.3], [0.3, 0.6, -0.7], [-0.6, 0.1, 0.1], [-0.9, -0.5, 0.1], [1.1, 1.4, -0.8], [-0.7, -2.1, 0.8], [3.0, -0.7, -0.6], [-0.8, 1.1, -0.2], [-1.9, -2.7, 1.2], [1.0, 1.1, -0.4], [-0.7, -0.5, 0.4], [1.2, 0.4, -0.4], [-1.2, 1.5, -0.1], [0.0, 0.9, -0.2]],
  "mulliken_charge": [1.517, -0.508, 0.435, -0.503, -0.981, 0.617, -0.612, 0.612, -0.654, -0.171, -0.591, -0.137, -0.146, 0.210, 0.259, 0.218, 0.253, 0.371, 0.300, 0.258, -0.297, 0.549, -0.641, 0.123, -0.195, 0.037, -0.462, 0.641, -0.245, -0.548, -0.844, 0.403, 0.143, 0.377, -1.077, 0.977, -0.789, -0.863, 0.278, 0.282, 0.265, -0.100, 0.567, -0.910, 0.564, -0.314, 0.106, -0.329, 0.274, -0.359, -0.025, -0.335],
  "charge": -2,
  "orbital_gap_ev": 5.86,
  "lumo_energy_ev": 4.05,
  "e_above_lowest_kcal_mol": 25.2
}

M list, top to bottom, in u: 119.1 100.2 337.3 732.7
Largest force on an atom list, top to bottom, in eV Å⁻¹: 6.483 3.631 6.474 3.951